(1)
# C5H38N2O13

A cluster of 13 separate species, C5H38N2O13 in total (ωB97M-V/def2-TZVPD, the Open Molecules 2025 dataset).

XYZ file:
```
58
C5H38N2O13, DFT ωB97M-V/def2-TZVPD
O 2.887 -2.061 -1.297
C -2.324 -1.320 1.730
O 1.491 2.525 1.459
H -1.656 0.219 -0.956
H 0.062 -0.040 -4.632
H 2.079 -1.718 0.763
C 3.572 -0.441 1.448
H 4.001 0.046 2.360
H -4.737 1.276 1.265
H -1.661 2.838 0.679
C 2.469 -1.469 1.762
H -0.610 -4.996 0.169
H -1.230 -3.800 -0.358
H 1.100 1.930 2.075
H 2.087 -2.238 -1.830
O 2.635 3.230 -1.267
H -1.190 3.635 -3.199
H -0.911 -1.864 3.367
O -1.900 2.951 -3.302
N 0.090 -0.877 1.873
H 4.492 -0.802 0.995
H -1.598 2.098 -2.916
H 0.829 -1.275 -4.365
H 3.643 -3.295 1.740
H 3.535 -2.433 3.216
C 1.359 -0.875 2.653
N 3.002 -2.694 2.382
H -3.202 0.571 -1.415
H -3.057 -1.988 2.290
O -5.527 0.845 0.894
H 1.864 1.623 -1.841
O 0.781 -0.556 -5.021
H 0.067 -0.219 1.111
H -0.232 -1.962 -2.133
H 1.028 0.943 -0.791
H -5.335 -0.061 1.241
O -1.184 2.073 0.284
H -0.682 -3.198 -2.847
H 1.297 -1.405 3.667
H -1.912 -1.639 0.807
O -3.044 -0.157 1.402
O 0.052 -2.565 -2.805
O 1.002 1.202 -1.714
O -0.935 -4.660 -0.666
H -3.803 4.334 -0.861
C -1.155 -1.038 2.688
O -2.871 4.182 -0.897
H 1.198 2.311 0.586
H 3.188 3.697 -1.905
H 1.502 0.204 2.864
H -2.692 4.245 -1.820
O -2.329 0.305 -1.656
H -1.206 2.251 -0.663
H -1.186 -0.079 3.250
H 3.209 0.512 1.013
H -2.537 0.694 1.285
H 2.771 3.751 -0.452
H 3.413 -2.765 -1.710
```

Output
Relative energy (zero: lowest compared OMol25 entry of this formula, charge and spin), kcal per mole: 108.04
HOMO energy, eV: -8.681
Orbital gap, Ha: 0.320
Total charge: 0
Multiplicity: 1

=====

(2)
# C5H38N2O14

A cluster of 13 separate species, C5H38N2O14 in total (ωB97M-V/def2-TZVPD, the Open Molecules 2025 dataset).

XYZ file:
```
59
C5H38N2O14, DFT ωB97M-V/def2-TZVPD
H -3.625 -1.412 0.731
O 1.727 -1.036 -2.030
O 4.645 -1.590 -0.990
H 2.423 1.088 1.774
C -3.227 0.091 -0.913
C -3.457 -1.291 -0.300
H 1.101 0.456 1.335
H 3.260 1.288 -0.869
H 1.651 -1.505 -1.174
O -0.441 -1.460 -3.830
H 1.478 -0.312 3.569
O -2.903 1.490 2.496
O 2.966 1.076 2.548
H -0.090 1.590 -3.216
O -4.131 0.824 -0.103
H -0.934 -1.231 -0.979
H 4.712 -1.804 -0.075
H 2.822 -2.085 1.235
O 0.447 -4.252 1.127
H 2.438 -3.478 0.565
C -0.743 -0.369 0.926
H 2.968 0.412 -2.723
O -2.691 3.479 0.630
H 3.782 1.489 2.779
H -0.034 -4.987 1.116
H 1.330 -1.693 -2.588
O 3.522 1.076 -2.923
O 0.465 3.681 3.060
H -0.431 -1.915 -4.572
H 3.777 -1.180 -1.060
H 3.253 1.604 -3.728
H 0.138 0.169 -1.058
H -1.309 -1.349 -3.464
H -3.182 0.946 1.711
H -3.279 3.860 1.313
H -1.673 1.744 -0.457
H 0.730 0.268 -3.685
H -0.084 3.107 2.532
H 1.286 3.378 3.241
O 3.141 -2.867 0.835
H 3.037 2.756 -0.198
N 0.693 -0.383 1.517
H -3.408 -0.462 -2.793
C 0.561 -0.457 2.968
H -1.434 0.194 1.521
H -4.572 -1.752 -0.634
H 0.280 -1.502 3.444
H -2.049 4.189 0.449
O 2.725 1.873 -0.312
O -3.853 0.233 -2.122
H -3.533 1.539 3.189
H 0.016 -3.625 1.750
H -1.128 -1.448 1.110
C -0.801 -0.228 -0.500
H -2.830 -2.145 -0.705
N -1.837 0.760 -0.922
H -0.322 0.156 3.397
H -3.789 1.809 -0.026
O 0.415 1.190 -3.919
```

Output
Relative energy (zero: lowest compared OMol25 entry of this formula, charge and spin), kcal per mole: 218.91
HOMO energy, eV: -9.217
Orbital gap, Ha: 0.334
Total charge: 0
Multiplicity: 1

=====

(3)
# C5H38NO13S

A cluster of 14 separate species, C5H38NO13S in total (ωB97M-V/def2-TZVPD, the Open Molecules 2025 dataset).

XYZ file:
```
58
C5H38NO13S, DFT ωB97M-V/def2-TZVPD
H -1.101 0.413 1.062
H 3.113 -2.930 0.761
H -2.033 2.136 3.129
H -1.308 0.898 3.541
H -2.327 3.662 -1.370
H -0.273 -0.607 3.216
O 3.208 -2.271 0.084
H -3.259 -3.164 3.457
H -0.355 0.722 -2.515
H 2.628 -0.718 1.680
H 1.269 3.734 0.722
H 0.669 -3.760 -0.632
O -2.125 0.547 -2.402
O 2.188 -0.222 2.448
O 0.568 1.109 -2.603
H -3.017 -0.168 1.079
C -2.924 -1.153 0.528
H 0.133 0.007 -0.149
C 0.131 -2.480 -2.397
O -1.798 1.274 2.797
H 0.035 -3.492 -2.841
H -3.299 -2.078 1.028
H -0.103 3.472 -2.507
O 3.997 -0.108 -1.873
O 0.027 -0.782 4.119
H 3.380 1.541 -1.253
H -1.940 -3.038 -0.803
H 0.110 -1.018 1.219
H 3.695 -0.779 -1.258
H 2.758 -2.521 -0.750
H 0.923 -1.080 3.897
H 0.479 2.025 1.350
H 0.943 -2.096 -0.409
O -3.432 -2.306 3.100
H 2.327 3.893 -0.377
C -0.526 -0.389 0.631
H 1.229 0.373 -2.789
H 1.833 1.555 -1.667
H -1.118 -3.122 0.741
H -2.587 2.743 -0.281
O -2.881 2.878 -1.176
H -2.371 1.351 -1.941
H -1.800 -0.133 -1.770
S 1.532 -1.748 -3.246
H -0.811 -1.928 -2.475
O 1.423 2.200 1.417
H -2.734 -1.668 3.092
O 2.521 1.982 -1.025
H 1.852 1.912 0.575
H -3.674 -1.077 -0.242
H 1.822 0.574 2.022
C -1.149 -2.547 -0.178
O -0.243 4.154 -1.839
C 0.212 -2.821 -0.866
H 3.593 -0.345 -2.727
H 0.558 4.118 -1.300
O 1.614 4.417 0.060
N -1.583 -1.145 -0.092
```

Output
Relative energy (zero: lowest compared OMol25 entry of this formula, charge and spin), kcal per mole: 59.10
HOMO energy, eV: -4.174
Orbital gap, Ha: 0.232
Total charge: -1
Multiplicity: 1

=====

(4)
# C5H38NO14

A cluster of 14 separate species, C5H38NO14 in total (ωB97M-V/def2-TZVPD, the Open Molecules 2025 dataset).

XYZ file:
```
58
C5H38NO14, DFT ωB97M-V/def2-TZVPD
H 2.613 -1.133 -1.133
H -0.929 -2.753 2.243
H -0.253 -0.508 -4.580
H 1.639 -0.932 2.221
H 0.177 -1.651 -0.174
O 1.697 -1.790 2.851
H 1.306 0.001 -2.862
O 2.541 -2.004 -1.528
H 1.784 -1.399 3.721
H -0.505 1.006 1.400
O 1.932 2.571 0.538
H -3.060 -2.944 1.124
H 1.843 0.463 4.085
H -2.119 -1.918 0.149
H -3.738 -4.127 0.427
O 1.662 3.956 -1.971
H -0.913 3.699 0.165
O -4.656 -0.959 -1.406
C 0.332 -0.357 -2.494
N 0.175 0.250 -1.163
O -3.811 -3.183 0.591
H -2.215 -0.888 -1.167
H 4.123 0.038 -0.204
H 3.229 1.176 -0.378
H 2.538 -4.019 0.825
C -0.687 -0.195 -3.634
O 1.277 5.145 1.751
H -1.872 3.397 -1.027
H -3.564 1.533 -2.848
O 3.915 0.702 -0.878
H 1.420 4.691 0.922
H -0.195 1.184 -1.158
H 1.611 3.673 -1.034
O -4.041 1.775 -2.064
H 0.606 -1.397 -2.298
H 0.849 4.495 2.302
H 0.810 3.628 -2.279
H 0.409 -3.131 2.574
H 2.624 -3.241 2.203
H 1.562 1.663 0.792
H -0.806 0.824 -4.025
O -0.511 -3.457 2.744
H 0.774 0.063 4.963
O 1.588 0.603 5.013
C -0.297 -0.651 -0.147
C -1.839 -0.928 -0.141
O -0.992 3.233 -0.675
C -0.004 0.040 1.230
H -4.198 0.943 -1.578
H 2.930 -1.970 -2.412
H 2.783 2.547 0.105
H -2.344 -0.245 0.525
H -0.444 -0.697 1.975
H -5.452 -1.005 -0.860
H -3.866 -1.363 -1.034
O 2.863 -4.055 1.724
O 1.365 0.181 1.409
H -1.669 -0.579 -3.419
```

Output
Relative energy (zero: lowest compared OMol25 entry of this formula, charge and spin), kcal per mole: 14.28
HOMO energy, eV: -5.656
Orbital gap, Ha: 0.295
Total charge: -1
Multiplicity: 1

=====

(5)
# C5H39N3O12

A cluster of 13 separate species, C5H39N3O12 in total (ωB97M-V/def2-TZVPD, the Open Molecules 2025 dataset).

XYZ file:
```
59
C5H39N3O12, DFT ωB97M-V/def2-TZVPD
O -1.998 -3.474 2.603
H 1.906 0.757 2.456
H -0.098 -1.323 -3.364
O -2.396 -4.116 -0.250
H -3.171 -1.339 -0.224
N -3.166 -1.334 -1.230
H -2.347 -4.097 0.698
H 1.319 -2.113 -0.808
C 1.764 -0.253 -1.404
H -2.061 -3.660 3.478
H -2.535 1.016 1.297
H 0.382 1.167 -0.228
C -2.411 0.102 -3.072
O 3.988 2.552 1.472
H 3.888 -0.828 2.789
H 4.245 1.583 1.322
C -3.345 -0.011 -1.856
C 1.469 0.096 -2.877
H -1.119 -0.095 -0.353
C 0.044 -0.252 -3.375
H -4.384 0.130 -2.216
O -0.525 2.810 2.353
H 2.670 4.082 -1.225
H -1.671 -0.497 3.240
H -0.291 3.436 3.000
H 0.338 2.315 2.151
O 1.578 1.532 2.088
H 2.720 -2.034 -1.773
H -0.226 2.412 0.251
O -0.811 -0.865 0.154
N -0.984 0.249 -2.428
O 1.577 -1.072 3.132
H 1.028 0.235 -0.739
H 3.045 -0.534 1.618
H -1.086 -1.399 -0.672
H 1.385 1.159 -2.996
H -3.698 -2.000 -1.717
O 3.802 -0.105 2.082
H -1.881 1.924 2.222
O -1.039 -1.043 2.832
O -0.009 2.024 -0.545
H -0.832 1.120 -2.088
N 2.171 -1.674 -1.059
H -1.376 -0.809 1.887
H -2.565 0.934 -3.730
H 1.419 -1.087 4.087
H -0.131 0.133 -4.368
O -2.265 1.024 2.129
H -1.552 -2.541 2.722
H -3.205 0.795 -1.168
H 2.569 0.376 -0.901
H -1.525 -3.773 -0.557
O 2.938 3.233 -1.100
H 2.147 2.616 -1.352
H 3.774 2.882 0.586
H 0.682 -1.296 2.716
H 2.024 -0.295 -3.731
H 2.331 2.116 1.706
H -2.497 -0.891 -3.662
```

Output
Relative energy (zero: lowest compared OMol25 entry of this formula, charge and spin), kcal per mole: 103.38
HOMO energy, eV: -9.248
Orbital gap, Ha: 0.353
Total charge: 0
Multiplicity: 1

=====

(6)
# C5H39N3O12

A cluster of 13 separate species, C5H39N3O12 in total (ωB97M-V/def2-TZVPD, the Open Molecules 2025 dataset).

XYZ file:
```
59
C5H39N3O12, DFT ωB97M-V/def2-TZVPD
O 2.613 -1.749 1.638
N -3.031 -1.320 1.183
O 1.937 2.847 1.163
H -1.114 3.814 -1.654
H 1.933 -2.887 0.733
O -0.729 -1.087 -2.173
H 1.493 -0.850 4.410
H 1.926 -0.661 -2.216
H -2.925 1.259 1.301
H 0.110 -0.565 0.499
H 0.616 2.244 4.066
H -1.573 1.350 2.463
H -3.296 -0.949 -3.917
H 0.953 1.852 -2.338
H 2.800 1.429 0.499
H -3.083 -0.041 -2.690
H -2.560 0.849 -1.075
H -1.006 -1.111 1.731
H 0.751 0.717 -0.606
H -2.202 -0.818 2.968
H 0.844 0.966 1.123
H 3.156 0.321 -0.612
O 1.696 -2.229 -2.637
C 0.255 0.503 0.341
H -0.488 -3.579 0.251
H 2.132 -4.308 -0.205
O -2.706 -0.273 -3.570
O 3.117 0.514 0.346
H 1.792 -2.826 -1.872
H 3.260 -2.325 2.053
C -1.922 0.860 1.508
O 2.496 0.169 -2.220
C -0.912 2.551 -0.005
H 0.530 0.819 3.340
H 1.280 -1.156 2.933
H 3.305 -0.292 -2.483
H 2.285 3.745 1.164
H -3.838 -1.689 1.665
H -1.354 2.217 -2.234
C -0.764 2.759 -1.501
O -1.298 -3.153 -0.056
N -1.093 1.088 0.322
H -0.876 -0.186 -1.858
H -2.685 -1.975 0.449
H 0.778 -1.927 -2.570
N 0.675 2.737 -1.890
O 0.889 -0.664 3.684
O -3.497 0.651 -1.247
H -1.019 -1.084 -3.099
H 1.411 2.651 1.971
C -1.999 -0.630 1.885
H 3.003 -0.939 1.219
H 1.247 2.948 -1.093
H -1.901 3.033 0.125
H -1.051 -2.675 -0.857
O 0.542 1.819 3.209
H -3.712 0.046 -0.519
O 1.607 -3.564 0.083
H -0.223 3.046 0.694
```

Output
Relative energy (zero: lowest compared OMol25 entry of this formula, charge and spin), kcal per mole: 0.00
HOMO energy (alpha / beta), eV: -12.196 / -11.914
Orbital gap (alpha / beta), Ha: 0.360 / 0.171
Total charge: +1
Multiplicity: 2

=====

(7)
# C5H39NO13S

A cluster of 14 separate species, C5H39NO13S in total (ωB97M-V/def2-TZVPD, the Open Molecules 2025 dataset).

XYZ file:
```
59
C5H39NO13S, DFT ωB97M-V/def2-TZVPD
H -3.266 1.135 -1.528
H 2.063 5.092 -0.543
H -0.452 2.722 -1.802
H 0.855 3.016 -2.968
H 0.124 1.580 5.834
H 3.710 2.991 2.113
H -3.470 -2.499 1.650
H 3.356 -0.634 -1.159
N 0.568 -0.036 -1.458
O 1.958 -0.718 4.270
H 3.253 -2.687 -0.398
H -3.326 2.531 1.809
C 1.190 -2.113 -0.375
H -1.501 -0.524 -0.781
C 0.543 0.924 -2.689
H -1.945 -2.685 -1.725
H -2.844 -1.327 -2.842
O -3.382 -4.441 -0.422
H -3.199 0.526 -0.116
O -3.125 1.332 -0.571
H 2.593 3.761 0.234
H 2.091 -0.032 3.597
O -2.447 2.123 1.649
S 2.214 -3.421 -0.136
C 1.294 -1.283 -1.775
H -0.363 0.728 -3.417
H 3.243 -1.903 -2.396
O 2.405 2.888 3.799
H -2.013 -3.516 -3.138
C 2.657 -0.987 -2.030
H 1.121 0.418 -0.737
H 2.893 -0.140 -2.680
H -2.647 -1.738 -0.357
H 2.267 2.849 1.616
O 1.839 4.256 -0.175
O -2.855 -1.653 -3.897
O 3.148 2.600 1.318
H -1.248 0.272 1.997
O -2.220 -1.186 -1.064
H -2.291 -1.487 1.682
H 0.834 -1.922 -2.558
H -1.950 2.583 0.888
H -2.898 -4.087 -1.189
O -1.755 -3.531 -2.244
H -2.299 -0.899 -4.305
C 0.467 2.245 -2.143
H 0.718 0.775 4.810
O -3.102 -1.709 1.167
H 1.273 0.691 -3.530
H -0.656 0.002 0.588
H 0.106 -2.330 -0.051
O -0.663 -0.383 1.494
H -2.676 -4.466 0.283
H 1.533 2.824 4.003
H 1.291 -1.381 0.529
H 2.828 2.338 4.486
H 1.306 2.373 -1.438
H 2.579 -1.399 3.989
O 0.271 1.543 4.832
```

Output
Relative energy (zero: lowest compared OMol25 entry of this formula, charge and spin), kcal per mole: 77.69
HOMO energy, eV: -8.711
Orbital gap, Ha: 0.319
Total charge: 0
Multiplicity: 1

=====

(8)
# C5H39NO15

A cluster of 15 separate species, C5H39NO15 in total (ωB97M-V/def2-TZVPD, the Open Molecules 2025 dataset).

XYZ file:
```
60
C5H39NO15, DFT ωB97M-V/def2-TZVPD
H 4.048 -1.497 -0.388
O -1.131 -2.827 1.449
O -2.129 -4.623 -0.285
H -3.415 2.198 0.938
H -1.427 2.877 1.940
H 2.666 -2.471 0.549
O 1.876 1.530 1.940
O -1.064 -0.749 3.114
H 3.800 2.076 -1.306
O 1.151 -3.237 -2.948
H 4.338 0.345 0.077
H 1.692 -1.911 2.417
H 4.254 -2.718 -1.472
H 0.984 1.874 2.138
H -0.091 4.886 -1.866
H -1.559 -5.328 0.051
C -0.215 4.252 -0.959
H 3.223 1.294 -2.350
H 0.762 0.204 -1.377
H -1.199 -1.976 1.923
H -0.457 -2.692 0.778
H -3.064 3.640 0.580
H -1.781 -3.991 0.395
H 3.071 -0.019 0.953
H -0.078 -0.703 3.314
C -0.156 2.066 -2.055
H 0.138 2.108 -3.174
C -0.281 0.642 -1.565
O 1.614 -1.142 3.003
H 1.070 2.729 -0.392
H -1.489 -1.122 3.889
H -4.004 4.095 -1.632
H 0.202 -3.026 -3.009
O 3.975 -0.268 0.730
H 2.061 -3.787 1.060
O 3.922 -2.454 -0.616
H -1.426 -3.317 -1.665
O -1.534 -2.907 -2.532
H 0.167 4.615 0.031
O 1.809 -2.874 0.882
H -0.402 0.184 0.672
O -0.813 2.154 2.193
O -3.147 3.677 -1.755
H -3.276 3.016 -2.454
O -3.331 0.497 0.165
C -0.953 0.649 -0.171
H 1.431 -3.035 -2.049
H -0.842 -0.008 -2.296
C -2.320 0.016 -0.306
H 2.452 1.925 2.604
O 3.547 1.152 -1.446
N 0.672 3.049 -1.262
H -1.304 4.117 -0.884
H -1.042 1.658 0.258
H -1.694 -3.620 -3.155
H -1.280 1.328 2.070
O -3.049 3.019 1.319
H -1.214 2.458 -1.945
H -2.366 -0.858 -0.959
H 1.845 -0.235 2.776
```

Output
Relative energy (zero: lowest compared OMol25 entry of this formula, charge and spin), kcal per mole: 103.47
HOMO energy, eV: -8.952
Orbital gap, Ha: 0.336
Total charge: 0
Multiplicity: 1